The following is a quantum chemistry calculation of C18H50AsF6N2O8 as an isolated structure, from the OMol25 dataset.

Last column: Löwdin charge in e.
Geometry (Å):
As  1.1336  -2.5990  2.0000  0.715
F  1.8151  -0.9064  2.2764  -0.304
F  -0.3228  -2.0571  2.7807  -0.249
F  0.4613  -4.1183  1.7029  -0.215
F  2.6403  -3.0095  1.2277  -0.246
F  1.7890  -3.0917  3.4626  -0.212
F  0.4565  -2.0121  0.5253  -0.242
O  1.1632  0.1477  5.1306  -0.076
H  1.8077  0.7448  4.6581  0.043
H  0.8621  -0.5016  4.4828  0.019
O  -1.3752  2.0711  4.5983  -0.016
H  -0.5070  1.8230  4.8766  0.016
H  -1.9896  2.1327  5.3152  0.045
O  3.4737  -1.7393  5.3126  -0.082
H  3.5449  -2.2188  4.4627  0.034
H  2.7121  -1.1527  5.0890  0.004
O  -2.8641  -3.3112  0.9820  -0.064
H  -2.8894  -2.8440  1.8504  0.051
H  -2.2605  -4.0145  1.1128  -0.008
O  2.1221  -4.4787  6.1470  -0.140
H  2.7187  -3.7109  5.8220  0.032
H  1.2361  -4.2552  5.7233  0.050
O  3.2106  1.0248  3.2647  -0.060
H  3.8485  0.3876  3.5787  0.031
H  2.7552  0.4613  2.6328  -0.006
C  0.2906  1.8496  1.2331  -0.026
C  -0.8847  2.5754  0.5595  -0.543
C  -1.5567  1.6219  -0.4024  -0.131
C  -2.9322  2.0862  -0.9161  -0.184
C  -3.8213  2.4410  0.1766  -0.149
C  -3.2231  3.4433  1.2049  -0.539
N  -1.9199  2.9640  1.5659  -0.061
O  -1.2623  3.9117  2.4406  -0.058
C  -3.2078  4.9042  0.8391  -0.031
C  -3.9590  3.3906  2.5387  -0.047
C  -0.3012  3.7098  -0.1801  -0.052
H  0.9881  1.4613  0.4843  0.086
H  -0.1247  0.9437  1.7483  0.094
H  0.8060  2.4254  1.9900  0.079
H  -0.9025  1.3886  -1.2290  0.106
H  -1.7162  0.6853  0.1375  0.124
H  -3.4537  1.3396  -1.5744  0.130
H  -2.7289  3.0007  -1.5137  0.113
H  -4.1799  1.5444  0.7441  0.140
H  -4.7025  2.9378  -0.0465  0.091
H  -4.1816  5.2820  0.5534  0.083
H  -2.7798  5.4263  1.6801  0.076
H  -2.4972  5.0373  -0.0247  0.077
H  -3.5400  3.9942  3.3034  0.067
H  -5.0399  3.4808  2.4654  0.084
H  -3.8364  2.3614  2.8898  0.085
H  -1.0904  4.1920  -0.8356  0.078
H  0.5975  3.3965  -0.7389  0.099
H  -0.1117  4.4549  0.5809  0.082
H  -1.2214  3.3733  3.2398  0.047
C  -0.6375  -2.1895  -2.6895  -0.006
C  0.1217  -2.3856  -4.0719  -0.496
C  -0.0787  -1.1675  -4.9889  -0.137
C  0.7246  0.0824  -4.5435  -0.177
C  2.2199  -0.2356  -4.4502  -0.116
C  2.4586  -1.4903  -3.4881  -0.473
N  1.5926  -2.5844  -3.9735  -0.119
O  1.8255  -3.7115  -3.2278  -0.007
C  3.9048  -1.9875  -3.7867  -0.049
C  2.3906  -1.1565  -1.9935  -0.031
C  -0.4434  -3.6139  -4.8063  -0.042
H  -1.6516  -2.4849  -2.8922  0.071
H  -0.4745  -1.1710  -2.2566  0.066
H  -0.2918  -2.7704  -1.8082  0.072
H  0.3288  -1.4725  -5.9841  0.125
H  -1.1449  -0.9690  -5.0422  0.114
H  0.3528  0.4071  -3.5741  0.087
H  0.4667  0.9330  -5.1874  0.105
H  2.8115  0.5882  -4.0036  0.117
H  2.6246  -0.4616  -5.4278  0.102
H  4.2385  -2.8935  -3.3010  0.068
H  4.0130  -2.1780  -4.8492  0.069
H  4.6360  -1.1368  -3.5053  0.109
H  2.9768  -0.2658  -1.8294  0.076
H  1.4212  -0.8792  -1.5238  0.066
H  2.8495  -1.8844  -1.3573  0.069
H  0.1476  -3.6768  -5.7012  0.072
H  -1.5196  -3.4545  -5.0141  0.090
H  -0.2979  -4.5339  -4.2310  0.082
H  1.3853  -3.6514  -2.4205  0.052

## Properties
Largest force on an atom ... 3.601 eV/Å
ΔE to the lowest compared entry with this formula, charge and spin ... 0.0000 eV
HOMO ... -6.20 eV
LUMO level ... 2.46 eV
Total charge ... -1
Gap between HOMO and LUMO ... 8.66 eV